[1]
Below is a cluster of 3 separate species, C4H11NOS in total, with properties calculated with ωB97M-V with the def2-TZVPD basis set.

Last column: Löwdin charge in e.
Cartesian coordinates (Å):
C: -2.704 -1.611 0.398  0.0153
C: -1.942 -0.704 -0.178  -0.4286
C: -2.544 0.347 -1.012  -0.1193
C: -0.431 -0.603 0.178  -0.0466
H: -3.661 -1.922 0.080  0.0441
H: -2.425 -2.228 1.225  0.0505
H: -3.693 0.392 -1.225  0.1037
H: -2.373 1.328 -0.407  0.1027
H: -2.113 0.662 -2.030  0.0863
H: -0.059 0.395 0.478  0.0819
H: -0.066 -0.981 -0.667  0.0236
H: -0.137 -1.238 1.042  0.0865
O: 3.123 3.095 0.030  -0.7047
S: 2.845 3.368 -1.452  0.7183
N: 3.943 -0.201 0.655  -0.0506
H: 3.537 -0.514 1.585  0.0171
H: 3.700 0.833 0.684  -0.0183
H: 5.001 -0.415 0.615  0.0383

## Properties
- gap between HOMO and LUMO (alpha / beta) (eV) = 7.2 / 7.1
- LUMO level (alpha / beta) (eV) = -1.975 / -1.981
- highest occupied orbital energy (alpha / beta) (Ha) = -0.3355 / -0.3355
- SMILES string = C=C(C)C.O=S.N
- energy relative to the best compared isomer or geometry (same formula, charge and spin) (eV) = 4.4582

[2]
Below is the molecule C7H10N2O2, with properties calculated with ωB97M-V with the def2-TZVPD basis set.

Last column: Löwdin charge in e.
Cartesian coordinates (Å):
C: 1.499 0.149 1.337  -0.0661
C: 1.888 0.030 -0.237  -0.1638
C: 0.515 -0.594 -0.942  -0.0872
N: -0.724 -0.516 -0.147  -0.3095
C: -1.407 -1.609 0.340  -0.0105
C: -2.782 -0.940 0.484  -0.1114
C: -2.758 0.307 -0.090  -0.1230
N: -1.379 0.611 -0.322  0.0026
C: 1.967 1.481 -0.812  -0.3188
O: 2.990 1.861 -1.752  -0.1007
O: 0.869 2.225 -0.577  0.0307
H: 1.280 -0.765 2.009  0.0843
H: 0.794 1.025 1.443  0.0825
H: 2.429 0.192 2.065  0.1019
H: 2.567 -0.635 -0.688  0.1036
H: 0.449 -1.714 -1.322  0.1489
H: 0.020 -0.001 -1.874  0.1753
H: -0.617 -2.585 0.719  0.2034
H: -3.797 -1.276 0.828  0.0924
H: -3.782 0.995 -0.165  0.1658
H: -0.022 1.763 -0.294  0.0996

## Properties
- gap between HOMO and LUMO (eV) = 10.1
- LUMO level (eV) = 0.423
- highest occupied orbital energy (Ha) = -0.3538
- SMILES string = C[C@@H](Cn1cccn1)C(=O)O
- energy relative to the best compared isomer or geometry (same formula, charge and spin) (eV) = 7.2276

[3]
Below is the molecule C4H2N4, with properties calculated with ωB97M-V with the def2-TZVPD basis set.

Last column: Löwdin charge in e.
Cartesian coordinates (Å):
H: 2.321 -2.465 0.261  0.1464
N: 2.144 -1.476 0.898  0.1631
C: 1.173 -0.756 0.366  -0.4552
C: 0.645 -0.994 -1.034  -0.0851
N: -0.316 -0.187 -1.347  0.1379
C: -0.437 0.501 -0.076  -0.3109
C: -1.540 1.412 0.126  -0.0907
N: -2.655 1.846 0.303  0.1752
N: 0.453 0.274 0.889  0.1649
H: 1.250 -1.714 -1.755  0.1543

## Properties
- gap between HOMO and LUMO (eV) = 8.6
- LUMO level (eV) = -2.421
- highest occupied orbital energy (Ha) = -0.4054
- SMILES string = [H]/N=C1\C=NC(C#N)=N1
- energy relative to the best compared isomer or geometry (same formula, charge and spin) (eV) = 2.4293

[4]
Below is a cluster of 2 separate species, C16H19BrFN3O5P3 in total, with properties calculated with ωB97M-V with the def2-TZVPD basis set.

Last column: Löwdin charge in e.
Cartesian coordinates (Å):
C: -1.386 5.754 0.117  0.1314
C: -1.413 4.561 0.027  -0.1451
C: -1.531 3.141 -0.035  -0.2667
C: -2.796 2.594 0.280  -0.0857
C: -3.004 1.256 0.269  -0.4343
P: -4.666 0.703 0.738  0.8906
P: -4.481 0.743 2.898  0.2334
O: -5.090 -0.406 3.564  -0.3186
O: -2.924 0.890 3.280  -0.1606
O: -5.090 2.173 3.301  -0.1850
C: -1.950 0.385 -0.089  -0.2162
N: -2.167 -0.954 -0.143  0.1825
C: -1.163 -1.706 -0.496  -0.1818
C: -1.460 -3.180 -0.572  -0.1145
C: -1.241 -3.876 0.737  -0.2368
N: -2.150 -4.432 1.421  0.0923
C: 0.124 -1.154 -0.796  -0.1215
C: 1.280 -2.020 -1.233  -0.2986
C: 2.607 -1.314 -1.241  -0.1366
F: 1.350 -3.116 -0.376  -0.0247
N: 0.326 0.125 -0.753  0.1611
C: -0.712 0.927 -0.407  -0.2081
C: -0.492 2.315 -0.367  -0.2906
P: 1.124 3.125 -0.749  0.5887
O: 1.353 2.589 -2.275  -0.3706
Br: 2.552 1.861 0.371  0.4418
H: -1.241 6.786 0.278  0.0239
H: -3.597 3.271 0.520  0.1089
H: -4.707 -0.672 0.506  -0.0823
H: -2.571 1.769 3.098  0.0695
H: -4.540 2.554 3.997  0.0739
H: -2.515 -3.262 -0.797  0.1070
H: -0.878 -3.638 -1.362  0.1150
H: -0.237 -3.930 1.123  0.0977
H: -3.055 -4.319 0.963  0.0380
H: 1.065 -2.357 -2.249  0.1482
H: 2.747 -0.783 -0.308  0.0199
H: 2.705 -0.592 -2.037  0.0616
H: 3.404 -2.037 -1.311  0.0930
H: 2.056 1.917 -2.314  0.0347
C: 6.112 -1.206 -0.786  -0.1268
C: 4.972 -0.218 -1.128  -0.5889
O: 4.277 -0.550 -2.225  -0.3733
H: 6.829 -1.252 -1.609  0.0512
H: 6.655 -0.901 0.123  0.0509
H: 5.705 -2.206 -0.615  0.0505
H: 5.458 0.801 -1.161  0.0810
H: 4.358 -0.159 -0.174  0.0208

## Properties
- charge = -1
- gap between HOMO and LUMO (eV) = 4.1
- LUMO level (eV) = 1.229
- highest occupied orbital energy (Ha) = -0.1053

Values for E_tot, eV, ordered as above
-18695.4604; -14489.8292; -10137.3994; -132234.0885